1.
A cluster of 16 separate species, C3H40N2O16 in total. Source: the Open Molecules 2025 dataset; level of theory: ωB97M-V with the def2-TZVPD basis set.

**Total energy**: -39497.845 eV
**E_HOMO**: -0.317 Ha
**Energy relative to the best compared isomer or geometry (same formula, charge and spin)**: 404.24 kJ/mol
**Frontier orbital gap**: 8.803 eV
**Max |F|**: 0.139 Eh/bohr

Last column: Mulliken charge in e.
Positions of all 61 atoms, in Å:
1 N 2.2751 0.7629 -1.2514  -0.40
2 C 1.6189 -0.4295 -1.6572  1.76
3 C 2.5153 -1.4695 -2.2313  -1.03
4 O 3.0728 -2.2888 -1.1843  -0.59
5 C 0.4884 -0.1185 -2.6480  -1.44
6 N -0.8659 -0.0542 -2.1011  -0.32
7 H 2.8480 1.1947 -1.9353  0.26
8 H 3.0599 0.4498 -0.6208  0.11
9 H 1.2057 -0.9886 -0.6928  -0.59
10 H 3.2965 -1.0432 -2.8506  0.35
11 H 2.0991 -2.2974 -2.8961  0.36
12 H 3.8218 -1.8473 -0.6221  0.32
13 H 0.6686 -0.5412 -3.5863  0.59
14 H 0.5622 1.0402 -2.8529  0.24
15 H -1.2612 -0.9815 -1.9808  0.26
16 H -0.7995 0.5940 -1.2431  0.12
17 H -3.9855 0.3098 1.2789  0.25
18 H -2.8892 -0.8309 1.2865  0.33
19 O -3.8544 -0.5766 1.4774  -0.63
20 H 1.5359 -1.2367 2.4995  0.46
21 H 1.1336 0.1356 1.7901  0.22
22 O 1.8878 -0.3513 2.3114  -0.86
23 H -2.9401 2.2793 -0.7616  0.44
24 H -4.2228 2.5080 -0.0616  0.28
25 O -3.5928 1.8986 -0.3041  -0.58
26 H -4.5078 -2.2350 -1.8291  0.31
27 H -3.8197 -0.7883 -1.2130  0.32
28 O -3.6586 -1.5830 -1.7300  -0.66
29 H 2.3513 -3.1305 0.1533  0.33
30 H 1.5404 -4.4889 0.4889  0.25
31 O 1.5179 -3.4940 0.3927  -0.61
32 H -1.0401 3.2544 -1.9409  0.30
33 H -0.9308 3.0899 -0.4435  0.44
34 O -1.5992 3.1813 -1.1348  -0.70
35 H 1.0350 3.1337 0.8767  0.40
36 H 1.3655 2.0221 -0.1049  0.31
37 O 0.8213 2.7648 -0.0458  -0.63
38 H 4.7665 -1.0162 1.6668  0.27
39 H 3.1952 -0.6425 1.6822  0.52
40 O 4.0368 -0.7045 1.0704  -0.74
41 H 1.0703 -3.0434 2.1004  0.49
42 H -0.0890 -2.1538 1.9720  0.32
43 O 0.4468 -2.5393 2.6554  -0.82
44 H -0.5026 2.2382 3.1655  0.27
45 H -0.9065 2.2145 1.9108  0.30
46 O -0.2150 1.8302 2.3111  -0.37
47 H -0.0884 -2.9834 -0.0859  0.24
48 H -1.6114 -2.9907 -0.1628  0.29
49 O -0.8896 -2.4538 0.1093  -0.42
50 H -2.4280 2.5605 0.5318  0.26
51 H -3.1909 3.6237 1.2693  0.25
52 O -2.3276 3.2160 1.3015  -0.78
53 H 3.1557 2.4195 2.3919  0.29
54 H 1.9925 1.3970 2.7801  0.40
55 O 2.3077 2.3323 2.8426  -0.65
56 H -3.7743 -3.3932 -0.3876  0.28
57 H -3.8907 -3.0006 1.1054  0.32
58 O -3.6878 -3.7015 0.5012  -0.62
59 H 1.6871 3.7526 -2.3772  0.32
60 H 0.9422 2.5951 -1.8399  0.20
61 O 0.9771 3.2153 -2.5459  -0.61

2.
A structure of composition C6H8O2S. Source: the Open Molecules 2025 dataset; level of theory: ωB97M-V with the def2-TZVPD basis set.

**Total energy**: -21277.677 eV
**E_HOMO**: -0.378 Ha
**Energy relative to the best compared isomer or geometry (same formula, charge and spin)**: 271.38 kJ/mol
**Frontier orbital gap**: 10.914 eV
**Max |F|**: 0.056 Eh/bohr

Last column: Mulliken charge in e.
Positions of all 17 atoms, in Å:
1 C 1.9207 -1.5504 -1.1890  0.28
2 C 1.1903 -0.8162 -0.5994  -2.20
3 C 0.8501 0.5619 1.4474  -0.81
4 C -0.6468 -1.2518 0.8454  -0.82
5 C 0.2347 -0.1474 0.1971  2.42
6 C -0.7007 0.8005 -0.7008  -1.31
7 O -1.3088 0.1258 3.1301  -0.62
8 O 0.5679 -1.5445 3.2574  -0.61
9 S -0.1977 -0.5788 2.4856  1.00
10 H 2.7025 -2.0802 -1.7873  0.44
11 H 1.9983 0.4001 1.5075  0.38
12 H 0.7099 1.7179 1.4186  0.31
13 H -1.8230 -1.1983 0.6917  0.27
14 H -0.3307 -2.3492 0.7713  0.35
15 H -1.7653 0.6228 -0.4784  0.31
16 H -0.6091 0.5613 -1.8497  0.31
17 H -0.5871 1.9614 -0.7657  0.29

3.
A structure of composition AsF6O4RbS. Source: the Open Molecules 2025 dataset; level of theory: ωB97M-V with the def2-TZVPD basis set.

**Total energy**: -96829.920 eV
**2S+1**: 2
**E_HOMO (spin up / spin down)**: -0.269 / -0.258 Ha
**Energy relative to the best compared isomer or geometry (same formula, charge and spin)**: 0.00 kJ/mol
**Frontier orbital gap (spin up / spin down)**: 9.290 / 6.699 eV
**Max |F|**: 0.067 Eh/bohr
**Net charge**: -1

Last column: Mulliken charge in e.
Positions of all 13 atoms, in Å:
1 Rb -14.8187 -19.5338 9.6802  0.97
2 S -13.1260 -21.7937 11.5585  1.40
3 O -12.5043 -21.5091 12.8088  -0.50
4 O -12.9605 -23.2062 11.2470  -0.49
5 O -14.5266 -21.3742 11.5653  -0.78
6 O -12.4793 -20.9908 10.5464  -0.60
7 As -14.6572 -19.0363 5.9862  1.98
8 F -14.4923 -20.3004 4.7579  -0.49
9 F -13.9530 -17.9518 4.7687  -0.49
10 F -14.7504 -17.8277 7.2629  -0.48
11 F -15.2730 -20.3430 7.1037  -0.55
12 F -12.9348 -19.3458 6.5164  -0.50
13 F -16.2797 -18.6410 5.3888  -0.49

4.
A structure of composition C5H14CuN6O16. Source: the Open Molecules 2025 dataset; level of theory: ωB97M-V with the def2-TZVPD basis set.

**Total energy**: -91735.262 eV
**2S+1**: 2
**E_HOMO (spin up / spin down)**: -0.096 / -0.095 Ha
**Energy relative to the best compared isomer or geometry (same formula, charge and spin)**: 0.00 kJ/mol
**Frontier orbital gap (spin up / spin down)**: 5.878 / 5.861 eV
**Max |F|**: 0.024 Eh/bohr
**Net charge**: -2

Last column: Mulliken charge in e.
Positions of all 42 atoms, in Å:
1 Cu -1.3580 1.1140 -1.0313  1.23
2 C 0.8833 -1.1316 2.4227  -0.81
3 N 2.0929 -0.8936 1.5743  0.48
4 C 2.3506 0.5853 1.4755  -0.64
5 C 3.2364 -1.5261 2.2498  -1.03
6 C 1.9761 -1.5240 0.2132  -1.05
7 C 0.6423 -1.3439 -0.4691  -0.44
8 O 0.4853 0.0476 -0.7721  0.10
9 H 0.0979 -0.5289 1.9658  0.19
10 H 1.0575 -0.7440 3.4218  0.41
11 H 0.6245 -2.1828 2.3811  0.37
12 H 1.4477 1.1221 1.1800  0.04
13 H 3.1368 0.6828 0.7300  0.36
14 H 2.6259 0.9633 2.4569  0.39
15 H 4.1661 -1.2890 1.7302  0.36
16 H 3.0943 -2.5991 2.3300  0.41
17 H 3.3482 -1.0937 3.2433  0.37
18 H 2.1512 -2.5875 0.3919  0.32
19 H 2.7825 -1.1497 -0.4170  0.42
20 H -0.2187 -1.6641 0.1129  0.36
21 H 0.6334 -1.8747 -1.4273  0.37
22 H 1.1940 0.2966 -1.3810  0.22
23 N -1.9695 -1.9676 -2.4052  0.69
24 O -3.0721 -2.4862 -2.6158  -0.65
25 O -1.9112 -0.7716 -1.9918  -0.35
26 O -0.8954 -2.6018 -2.5842  -0.70
27 N -0.2030 1.3618 -3.8789  1.01
28 O -0.6656 1.9355 -2.8397  -0.47
29 O 0.7307 0.5423 -3.7533  -0.62
30 O -0.6463 1.6703 -4.9783  -0.64
31 N -4.3756 2.3714 -1.6780  0.79
32 O -3.2112 2.1121 -1.2342  -0.49
33 O -5.3548 1.8870 -1.1057  -0.61
34 O -4.4906 3.1276 -2.6442  -0.63
35 N -0.1164 3.3948 1.1044  0.85
36 O 0.2738 2.7152 2.0948  -0.68
37 O -0.3695 2.7982 0.0232  -0.44
38 O -0.2227 4.6168 1.1858  -0.67
39 N -2.5101 -0.8608 1.2240  0.94
40 O -3.7210 -0.7616 1.1211  -0.62
41 O -1.9676 -1.8989 1.6698  -0.66
42 O -1.7524 0.1365 0.9043  -0.48

5.
A structure of composition C24H33N3OP2PtSe2. Source: the Open Molecules 2025 dataset; level of theory: ωB97M-V with the def2-TZVPD basis set.

**Total energy**: -184459.032 eV
**2S+1**: 3
**E_HOMO (spin up / spin down)**: -0.264 / -0.299 Ha
**Frontier orbital gap (spin up / spin down)**: 7.314 / 6.886 eV
**Max |F|**: 0.005 Eh/bohr

Last column: Mulliken charge in e.
Positions of all 66 atoms, in Å:
1 Pt 0.2105 0.4275 -0.3511  1.53
2 Se -0.6060 -1.6070 0.8879  -0.53
3 P -1.4467 -0.2080 2.3373  0.81
4 Se -0.5679 1.7154 1.8012  -0.37
5 C -3.2467 -0.1013 2.2631  0.50
6 C -3.9012 0.7645 3.1448  -0.29
7 C -5.2746 0.9170 3.0654  -0.67
8 C -5.9960 0.2175 2.1061  -0.44
9 C -5.3474 -0.6347 1.2262  -0.60
10 C -3.9690 -0.7977 1.3007  -0.46
11 C -1.0482 -0.6706 4.0346  0.58
12 C -1.9758 -1.3011 4.8601  -0.37
13 C -1.5981 -1.7100 6.1334  -0.68
14 C -0.3025 -1.4970 6.5758  -0.43
15 C 0.6280 -0.8757 5.7487  -0.69
16 C 0.2585 -0.4618 4.4792  -0.44
17 H -3.3335 1.3173 3.8849  0.40
18 H -5.7833 1.5870 3.7470  0.39
19 H -7.0693 0.3439 2.0431  0.38
20 H -5.9105 -1.1716 0.4742  0.40
21 H -3.4523 -1.4535 0.6140  0.28
22 H -2.9862 -1.4726 4.5127  0.39
23 H -2.3196 -2.1972 6.7768  0.39
24 H -0.0128 -1.8164 7.5692  0.38
25 H 1.6407 -0.7148 6.0947  0.40
26 H 0.9723 0.0277 3.8276  0.25
27 C 1.1958 -3.2640 -3.9054  -0.40
28 C -0.2865 -2.9189 -4.1804  -0.51
29 C -0.8545 -2.6177 -2.7900  -0.59
30 O 0.2740 -2.2756 -1.9826  -0.20
31 C 1.3069 -3.1744 -2.3827  -0.71
32 H 1.8502 -2.5380 -4.3879  0.13
33 H 1.4679 -4.2568 -4.2638  0.36
34 H -0.8243 -3.7372 -4.6586  0.37
35 H -0.3633 -2.0472 -4.8258  0.08
36 H -1.3468 -3.4999 -2.3652  0.32
37 H -1.5499 -1.7817 -2.7658  0.35
38 H 1.1417 -4.1537 -1.9191  0.40
39 H 2.2558 -2.7798 -2.0265  0.33
40 C 2.2185 4.6473 -1.6381  -1.27
41 C 1.1950 3.5803 -1.2519  -0.39
42 P 1.8632 1.9109 -0.9854  -0.28
43 C 2.7415 1.5333 -2.5406  -0.83
44 C 3.0535 0.0537 -2.7386  -0.81
45 C 3.1146 2.1434 0.3201  -0.54
46 C 3.6879 0.8344 0.8672  -1.14
47 H 1.7238 5.6080 -1.7854  0.41
48 H 2.7284 4.3935 -2.5690  0.29
49 H 2.9743 4.7822 -0.8626  0.31
50 H 0.4288 3.4647 -2.0213  0.41
51 H 0.6648 3.8488 -0.3345  0.37
52 H 3.6439 2.1472 -2.5905  0.54
53 H 2.0898 1.8695 -3.3511  0.41
54 H 3.8490 -0.2886 -2.0734  0.38
55 H 3.3548 -0.1212 -3.7716  0.45
56 H 2.1632 -0.5416 -2.5451  -0.30
57 H 2.6034 2.6883 1.1184  0.39
58 H 3.9067 2.7909 -0.0614  0.49
59 H 2.8875 0.1685 1.1962  0.16
60 H 4.3418 1.0303 1.7184  0.39
61 H 4.2728 0.3045 0.1137  0.28
62 N -0.8975 1.0532 -2.1054  -0.80
63 C -0.8704 0.8391 -3.2574  0.77
64 N -0.9421 0.6339 -4.5230  -0.76
65 C 0.2014 0.5599 -5.2011  0.63
66 N 1.1719 0.4836 -5.8301  -0.63

6.
An isolated molecule of C3H5N3S2. Source: the Open Molecules 2025 dataset; level of theory: ωB97M-V with the def2-TZVPD basis set.

**Total energy**: -29331.106 eV
**E_HOMO**: -0.304 Ha
**Energy relative to the best compared isomer or geometry (same formula, charge and spin)**: 154.34 kJ/mol
**Frontier orbital gap**: 7.980 eV
**Max |F|**: 0.048 Eh/bohr
**SMILES string**: N/N=C1\CC(=S)SN1

Last column: Mulliken charge in e.
Positions of all 13 atoms, in Å:
1 N -1.0776 -1.9622 0.4924  -0.54
2 N 0.1314 -1.3906 0.8902  -0.45
3 C 0.3370 -0.2473 0.4349  0.43
4 C -0.4412 0.5580 -0.5374  -0.46
5 C 0.4502 1.6079 -1.1905  0.09
6 S 0.1053 2.5795 -2.4354  -0.25
7 S 1.9012 1.7356 -0.2268  0.00
8 N 1.4663 0.4799 0.8398  -0.29
9 H -1.8374 -1.4061 1.0147  0.22
10 H -1.0948 -2.9101 0.8414  0.27
11 H -1.2350 1.0665 0.0000  0.31
12 H -0.9566 -0.0348 -1.3248  0.38
13 H 2.2512 -0.0763 1.2014  0.30

Copy entry 2 word for word.
A structure of composition C6H8O2S. Source: the Open Molecules 2025 dataset; level of theory: ωB97M-V with the def2-TZVPD basis set.

**Total energy**: -21277.677 eV
**E_HOMO**: -0.378 Ha
**Energy relative to the best compared isomer or geometry (same formula, charge and spin)**: 271.38 kJ/mol
**Frontier orbital gap**: 10.914 eV
**Max |F|**: 0.056 Eh/bohr

Last column: Mulliken charge in e.
Positions of all 17 atoms, in Å:
1 C 1.9207 -1.5504 -1.1890  0.28
2 C 1.1903 -0.8162 -0.5994  -2.20
3 C 0.8501 0.5619 1.4474  -0.81
4 C -0.6468 -1.2518 0.8454  -0.82
5 C 0.2347 -0.1474 0.1971  2.42
6 C -0.7007 0.8005 -0.7008  -1.31
7 O -1.3088 0.1258 3.1301  -0.62
8 O 0.5679 -1.5445 3.2574  -0.61
9 S -0.1977 -0.5788 2.4856  1.00
10 H 2.7025 -2.0802 -1.7873  0.44
11 H 1.9983 0.4001 1.5075  0.38
12 H 0.7099 1.7179 1.4186  0.31
13 H -1.8230 -1.1983 0.6917  0.27
14 H -0.3307 -2.3492 0.7713  0.35
15 H -1.7653 0.6228 -0.4784  0.31
16 H -0.6091 0.5613 -1.8497  0.31
17 H -0.5871 1.9614 -0.7657  0.29

> Look up the max |F| of the second one.

0.056 Eh/bohr